[1]
This record from the Open Molecules 2025 dataset describes a gas-phase ion, C17H24N (charge +1). The level of theory is ωB97M-V/def2-TZVPD.

Computed properties:
E_HOMO, eV: -12.44
ΔE to the lowest compared entry with this formula, charge and spin, kcal/mol: 1.0
SMILES: C1=[N+](C2(c3ccccc3)CCCCC2)CCCC1
Gap between HOMO and LUMO, eV: 8.66
M, g mol⁻¹: 242.4
Net charge: +1
2S+1: 1

XYZ file:
```
42
Properties=species:S:1:pos:R:3:mulliken_charge:R:1
C 1.01 2.45 0.64 0.301
N 0.02 1.57 0.72 0.617
C 0.28 0.19 0.19 1.147
C 1.63 -0.24 0.76 -0.230
C 1.80 -0.35 2.17 -0.159
C 3.05 -0.70 2.72 -0.900
C 4.10 -1.04 1.88 -0.410
C 3.96 -0.97 0.49 -0.983
C 2.75 -0.52 -0.05 0.038
C -0.83 -0.80 0.67 -1.475
C -0.73 -2.18 0.00 -0.760
C -0.93 -2.01 -1.54 -0.859
C 0.11 -1.09 -2.13 -0.528
C 0.21 0.26 -1.37 -1.205
C -1.29 1.96 1.27 -0.404
C -1.27 3.26 2.15 -0.891
C -0.45 4.36 1.45 -0.731
C 0.97 3.85 1.11 -0.757
H 1.92 2.15 0.12 0.420
H 0.96 -0.18 2.88 0.294
H 3.17 -0.67 3.82 0.383
H 5.05 -1.33 2.28 0.426
H 4.80 -1.29 -0.14 0.408
H 2.67 -0.50 -1.14 0.352
H -1.83 -0.45 0.41 0.615
H -0.78 -0.94 1.72 0.458
H 0.24 -2.65 0.27 0.299
H -1.53 -2.79 0.39 0.412
H -0.91 -2.98 -1.98 0.404
H -1.93 -1.58 -1.75 0.334
H -0.09 -0.95 -3.21 0.409
H 1.07 -1.62 -2.11 0.286
H 1.07 0.84 -1.74 0.382
H -0.72 0.80 -1.62 0.515
H -1.75 1.16 1.92 0.385
H -1.98 2.15 0.46 0.306
H -2.27 3.65 2.26 0.404
H -0.87 3.02 3.15 0.343
H -0.41 5.25 2.10 0.349
H -1.04 4.67 0.56 0.334
H 1.56 3.93 2.03 0.292
H 1.43 4.52 0.39 0.380
```



[2]
This record from the Open Molecules 2025 dataset describes a molecular structure, C32H38ClN5O7SiZn. The level of theory is ωB97M-V/def2-TZVPD.

Computed properties:
E_HOMO, eV: -2.53
ΔE to the lowest compared entry with this formula, charge and spin, kcal/mol: 0.0
Gap between HOMO and LUMO, eV: 6.64
M, g mol⁻¹: 733.6
Net charge: -2
2S+1: 1

XYZ file:
```
85
Properties=species:S:1:pos:R:3:mulliken_charge:R:1
Zn -0.08 0.00 0.00 1.193
O -0.03 -1.64 1.24 -0.700
C -0.13 -1.74 2.50 0.602
C 0.14 -3.01 3.11 -0.653
C 0.06 -3.22 4.46 -0.477
C -0.30 -2.18 5.33 -0.946
C -0.56 -0.95 4.78 -0.782
C -0.48 -0.68 3.40 0.778
C -0.73 0.68 2.93 -0.457
N -0.67 1.13 1.69 1.256
C -0.92 2.48 1.73 -0.769
C -1.15 2.86 3.01 -0.838
N -1.03 1.72 3.76 0.062
H 0.42 -3.81 2.43 0.410
H 0.28 -4.20 4.86 0.358
H -0.37 -2.34 6.40 0.365
H -0.84 -0.15 5.46 0.170
H -0.92 3.06 0.82 0.417
H -1.38 3.82 3.45 0.433
H -1.13 1.65 4.76 0.148
Cl 1.35 2.69 -6.82 -0.310
C 0.84 2.35 -5.18 0.203
C 0.35 3.40 -4.38 -0.611
C -0.05 3.15 -3.09 -0.543
C 0.01 1.84 -2.50 -0.223
O -0.36 1.68 -1.30 -0.595
C 0.51 0.80 -3.35 1.564
C 0.65 -0.58 -2.94 -0.575
O 0.41 -1.08 -1.86 -0.555
C 0.92 1.09 -4.67 -0.935
H 0.29 4.40 -4.79 0.367
H -0.43 3.95 -2.47 0.390
H 1.04 -1.24 -3.74 0.040
H 1.30 0.28 -5.28 0.344
N -2.20 -0.45 -0.47 -0.434
C -3.35 -0.32 -0.46 0.542
C -4.75 -0.18 -0.45 -0.147
C -5.40 0.57 -1.46 0.166
N -5.95 1.18 -2.27 -0.574
C -5.53 -0.79 0.56 0.184
N -6.19 -1.28 1.37 -0.582
C 4.55 3.99 -0.28 -2.014
C 4.49 2.54 -0.74 2.273
C 3.39 2.37 -1.79 -1.517
C 5.84 2.11 -1.31 -1.788
O 4.23 1.76 0.42 -0.370
Si 3.40 0.32 0.51 -2.648
O 1.89 0.40 0.13 2.935
O 3.73 -0.22 2.05 0.206
C 3.72 0.47 3.29 2.015
C 2.67 1.58 3.29 -1.005
C 5.11 1.06 3.53 -1.855
C 3.39 -0.57 4.35 -1.593
O 4.30 -0.69 -0.47 -0.204
C 4.34 -2.12 -0.45 2.235
C 4.62 -2.55 -1.89 -1.923
C 5.49 -2.55 0.46 -1.700
C 3.02 -2.72 0.03 -1.191
H 4.80 4.65 -1.11 0.419
H 5.30 4.10 0.50 0.365
H 3.58 4.29 0.12 0.385
H 3.58 3.02 -2.65 0.688
H 2.42 2.61 -1.36 0.137
H 3.34 1.34 -2.14 0.070
H 6.11 2.72 -2.18 0.447
H 5.79 1.06 -1.61 0.129
H 6.62 2.21 -0.55 0.371
H 2.91 2.34 2.54 0.008
H 2.63 2.07 4.27 0.587
H 1.69 1.17 3.06 -0.022
H 5.35 1.78 2.75 0.120
H 5.86 0.26 3.50 0.296
H 5.16 1.55 4.51 0.458
H 2.40 -0.99 4.16 0.172
H 3.39 -0.12 5.35 0.390
H 4.12 -1.37 4.32 0.347
H 5.53 -2.07 -2.25 0.353
H 3.79 -2.25 -2.53 0.295
H 4.74 -3.63 -1.95 0.405
H 6.42 -2.08 0.13 0.352
H 5.61 -3.63 0.44 0.442
H 5.29 -2.22 1.48 0.068
H 2.19 -2.36 -0.56 0.038
H 2.82 -2.44 1.07 0.019
H 3.07 -3.81 -0.03 0.517
```



[3]
This record from the Open Molecules 2025 dataset describes 2 unconnected molecules or ions with the total composition C4H14N2OS. The level of theory is ωB97M-V/def2-TZVPD.

Computed properties:
E_HOMO, eV: -8.56
ΔE to the lowest compared entry with this formula, charge and spin, kcal/mol: 19.7
SMILES: C[C@H](CS)NCN.O
Gap between HOMO and LUMO, eV: 9.33
M, g mol⁻¹: 138.2
2S+1: 1

XYZ file:
```
22
Properties=species:S:1:pos:R:3:mulliken_charge:R:1
C -0.56 1.97 -0.27 -1.331
C 0.17 0.77 0.39 0.291
C 1.66 0.99 0.42 -0.833
S 2.19 2.48 1.36 -0.231
N -0.04 -0.48 -0.30 -0.327
C -1.37 -1.08 -0.45 -0.423
N -1.42 -2.32 0.30 -0.421
H -0.53 2.85 0.34 0.410
H -0.07 2.25 -1.21 0.271
H -1.58 1.69 -0.53 0.392
H -0.28 0.68 1.36 0.202
H 2.14 0.16 0.93 0.422
H 2.09 1.06 -0.53 0.449
H 1.09 2.67 2.09 0.096
H 0.58 -0.76 -1.04 0.202
H -2.12 -0.39 -0.05 0.153
H -1.60 -1.12 -1.52 0.299
H -0.74 -2.38 1.03 0.165
H -1.93 -3.11 -0.02 0.174
O -2.00 -3.98 -2.31 -0.655
H -1.94 -3.06 -2.02 0.367
H -2.90 -4.09 -2.63 0.327
```



[4]
This record from the Open Molecules 2025 dataset describes C5H7NO2 in the gas phase. The level of theory is ωB97M-V/def2-TZVPD.

Computed properties:
E_HOMO, eV: -9.52
ΔE to the lowest compared entry with this formula, charge and spin, kcal/mol: 163.8
SMILES: C=C1CON(C=O)C1
Gap between HOMO and LUMO, eV: 10.17
M, g mol⁻¹: 113.1
2S+1: 1

XYZ file:
```
15
Properties=species:S:1:pos:R:3:mulliken_charge:R:1
C -1.23 1.28 -1.36 -0.820
C -0.67 0.33 -0.57 0.366
C 0.34 -0.71 -1.19 -0.305
O 0.49 -1.30 0.09 -0.329
N 0.45 -0.49 1.12 0.300
C 1.68 -0.18 1.61 0.124
O 2.75 -0.86 1.33 -0.543
C -0.76 0.02 0.87 -0.531
H -2.16 1.83 -0.84 0.239
H -1.00 1.00 -2.36 0.345
H 1.35 -0.43 -1.68 0.236
H -0.06 -1.87 -1.52 0.205
H 1.59 0.98 2.08 0.197
H -1.05 1.09 1.43 0.292
H -1.72 -0.66 0.99 0.223
```